1.
C11H23N5O3S | ωB97M-V/def2-TZVPD

Calculated values
Energy above the lowest of the compared OMol25 structures with the same formula, charge and spin (kcal/mol): 234.3
E (Eh): -1330.31744
E_HOMO (eV): -8.6
HOMO-LUMO gap (eV): 9.1
LUMO (hartree): 0.01750
Total charge: 0

Last column: Mulliken charge in e.
Cartesian coordinates (Å):
C 2.60170 1.60155 0.60339  0.332
C 1.63420 0.63073 1.16273  0.378
C 3.21242 0.84186 -0.58438  -1.177
C 4.13331 1.67811 -1.51351  -0.407
C 3.44677 4.45487 -1.18033  -0.695
C -0.00406 -1.12864 0.75113  0.419
C 0.78876 -2.34987 0.19754  0.386
C -1.30772 -1.27922 0.01785  -1.235
C -2.32151 -2.11888 0.90843  -0.880
C -3.66571 -2.25571 0.07690  -0.677
C -5.97821 -0.96125 -0.11741  0.462
H 4.44030 0.92517 1.51639  0.353
H 3.19767 2.08206 2.88551  0.343
H 2.26349 2.52657 -0.01635  -0.224
H 2.28300 0.33028 -1.14237  0.284
H 3.65575 -0.05995 -0.14871  0.563
H 5.26667 1.90647 -1.10810  0.275
H 4.22518 0.90711 -2.50261  0.266
H 2.50612 4.44232 -0.23404  0.180
H 4.48841 4.66905 -0.75490  0.274
H 3.02022 5.19216 -1.79605  0.399
H 0.23602 0.73841 -0.46505  0.363
H -0.19000 -1.12505 1.90869  0.405
H -1.75838 -0.22958 0.18369  0.223
H -1.22009 -1.31266 -0.99896  0.661
H -2.38212 -1.84958 1.90576  0.547
H -2.01817 -3.25607 0.82391  0.196
H -3.99499 -3.37853 0.38626  0.211
H -3.50928 -2.13376 -1.03452  0.408
H -4.24155 -0.91374 1.41634  0.238
H -5.87159 -2.21576 -1.57532  0.261
H -7.46606 0.74581 0.23886  0.260
H -5.88078 0.62323 1.42012  0.243
H 0.82070 -4.25916 0.33289  0.384
N 3.52696 1.99012 1.66365  -0.590
N 0.55094 0.14131 0.34362  -0.199
N -4.67325 -1.19686 0.40859  -0.181
N -6.26966 -1.46476 -1.20643  -0.702
N -6.60524 0.12187 0.56712  -0.470
O 1.70961 0.11574 2.34185  -0.684
O 1.35739 -2.34854 -0.87909  -0.579
O 0.43495 -3.50338 0.94498  -0.468
S 3.32287 3.10698 -2.17958  -0.145

Forces on the atoms, in the same order (eV/Å):
-0.2 1.4 -0.2
-3.6 -2.9 3.1
-1.0 -1.2 -0.3
2.1 -2.7 -0.9
-1.3 0.8 5.6
0.1 0.1 0.6
-0.8 -0.3 0.2
-2.9 2.9 5.8
0.4 -3.6 -6.6
-1.7 -1.3 0.3
3.1 1.9 1.5
-3.4 4.1 1.4
0.7 -1.2 -5.4
-0.6 -1.3 1.8
2.2 1.6 0.7
0.7 0.0 -0.2
-3.0 -0.6 -0.9
0.2 2.4 2.5
3.2 0.1 -2.3
-1.7 0.0 -0.6
0.1 1.5 -0.7
0.4 -1.5 1.3
0.7 -0.3 -2.3
0.4 -1.2 -0.5
0.0 -1.3 -2.6
-0.2 0.8 1.8
0.0 2.3 0.8
0.0 2.5 -1.2
0.3 -0.8 1.1
-2.8 -0.2 -2.9
2.5 -3.7 -1.4
3.0 -2.4 0.6
-3.3 -2.0 -3.9
-1.1 1.8 1.9
3.8 -2.6 2.2
2.5 1.7 0.9
3.0 0.1 4.6
-4.9 3.4 0.2
1.0 2.3 2.5
0.4 1.9 -4.3
-0.5 -0.5 2.0
2.3 -0.3 -3.4
-0.3 -2.1 -2.8

***

2.
C5H13NOS | ωB97M-V/def2-TZVPD

Calculated values
Energy above the lowest of the compared OMol25 structures with the same formula, charge and spin (kcal/mol): 76.4
SMILES string: C[C@H](N)[C@@](C)(S)CO
E (Eh): -726.37928
E_HOMO (eV): -8.8
HOMO-LUMO gap (eV): 9.5
LUMO (hartree): 0.02361
Total charge: 0

Last column: Mulliken charge in e.
Cartesian coordinates (Å):
C 2.40984 0.57598 -0.42366  -1.232
C 1.27258 0.51976 0.54074  -0.048
C -0.20662 0.28701 -0.14474  1.096
C -0.59670 1.48858 -1.01274  -1.821
C -1.28189 0.42933 1.02278  -0.662
H 3.37242 0.30445 0.21795  0.312
H 2.05829 -0.35612 -1.11837  0.271
H 2.60325 1.59343 -0.91074  0.287
H 1.28674 1.48452 1.20433  0.383
H 1.18023 -0.60650 2.22178  0.158
H 2.31004 -1.56623 1.05419  0.291
H -0.21387 1.47844 -2.02130  0.407
H -1.65288 1.43009 -1.11714  0.499
H -0.16315 2.41865 -0.52094  0.335
H 0.21722 -1.97458 0.10215  0.212
H -1.34128 1.45734 1.38087  0.321
H -1.09018 -0.23859 1.95184  0.260
H -2.66824 -0.87909 0.12010  0.361
N 1.38533 -0.70934 1.22798  -0.633
O -2.57285 0.06372 0.53490  -0.550
S -0.28728 -1.24339 -0.95838  -0.246

Forces on the atoms, in the same order (eV/Å):
1.3 -1.2 -0.9
-1.3 0.8 -0.3
0.7 3.4 2.4
1.5 0.3 0.0
0.1 -2.9 0.5
-1.8 0.5 -1.7
1.8 2.4 0.8
-0.5 -1.7 0.3
-0.4 -1.8 -0.8
0.5 -0.5 -0.4
-3.5 4.3 0.7
0.5 -0.2 -0.4
-1.0 0.7 0.1
-1.0 -1.0 -0.5
-0.5 0.6 -0.7
-0.1 0.0 -0.3
0.2 1.0 -1.5
1.2 2.6 1.3
3.5 -4.4 2.6
-0.9 -1.3 -0.8
-0.2 -1.6 -0.5

***

3.
C4H7MnO3 | ωB97M-V/def2-TZVPD

Calculated values
2S+1: 7
Energy above the lowest of the compared OMol25 structures with the same formula, charge and spin (kcal/mol): 5.0
E (Eh): -1533.20589
E_HOMO (alpha / beta) (eV): -7.2 / -8.7
HOMO-LUMO gap (alpha / beta) (eV): 7.6 / 8.6
LUMO (alpha / beta) (hartree): 0.01308 / -0.00436
Total charge: 0

Last column: Mulliken charge in e.
Cartesian coordinates (Å):
H 3.09465 -0.60974 -0.97386  0.275
O 0.03816 0.56209 0.41042  -0.212
C 1.40061 0.27345 0.46163  1.218
O 2.01837 1.38631 0.70437  -0.843
Mn 0.96987 2.49312 -0.53749  0.239
O 1.85307 -0.99561 0.68061  -0.467
C 2.02926 -0.62915 -0.72071  -0.461
H 1.38537 -1.23127 -1.37071  0.169
C -0.94493 -0.44626 0.17274  -0.205
H -0.81224 -0.92783 -0.80661  0.235
H -0.80766 -1.23084 0.92910  0.288
C -2.30210 0.21108 0.25228  -1.220
H -2.39888 0.81023 1.16715  0.317
H -2.44461 0.89856 -0.59246  0.292
H -3.07895 -0.56416 0.22353  0.376

Forces on the atoms, in the same order (eV/Å):
-0.5 0.4 0.0
-0.9 0.0 0.2
1.8 -1.4 -4.1
0.7 0.7 1.5
-0.1 0.2 0.0
-0.5 0.2 1.5
-1.0 0.0 0.6
0.3 0.1 0.1
0.1 -0.6 0.2
0.2 0.3 0.1
-0.1 0.2 -0.1
-0.1 0.2 0.0
0.0 -0.3 -0.1
0.0 -0.2 0.1
0.1 0.3 0.0

***

4.
C18H38F5Li2N4O13S2 | ωB97M-V/def2-TZVPD

Calculated values
E (Eh): -3216.39112
E_HOMO (eV): -11.9
HOMO-LUMO gap (eV): 8.3
LUMO (hartree): -0.12939
Total charge: +1

Last column: Mulliken charge in e.
Cartesian coordinates (Å):
N 1.14280 -1.74100 -0.14082  -0.120
C -0.07781 -1.95678 -1.00265  -0.566
C -1.21273 -0.97592 -0.68101  -0.756
C -2.59366 -1.62315 -0.59757  -0.363
O -2.67335 -2.71409 0.30161  -0.493
H 1.33465 -2.56644 0.41877  0.351
H 1.97609 -1.51795 -0.74881  0.356
H 1.02809 -0.93807 0.47717  0.338
H -0.39537 -2.99422 -0.90816  0.493
H 0.25939 -1.81616 -2.02606  0.270
H -1.23613 -0.21086 -1.45728  0.356
H -1.02019 -0.44008 0.25578  0.419
H -2.90878 -1.92382 -1.60093  0.276
H -3.28354 -0.85102 -0.25206  0.258
H -1.81234 -2.94396 0.66332  0.293
C 3.33730 3.44469 -1.85855  -0.909
C 2.53504 2.34134 -2.52998  -0.105
O 3.29871 1.25496 -3.08529  -0.496
C 3.79927 0.16824 -2.18207  -0.187
O 2.94023 -0.27332 -1.32858  -0.872
C 5.11493 0.67130 -1.53828  0.929
F 5.82673 1.42789 -2.45607  -0.321
F 5.88796 -0.37488 -1.23368  -0.271
F 4.97616 1.40840 -0.44455  -0.254
H 4.23453 3.70730 -2.42803  0.178
H 2.71665 4.33687 -1.77740  0.409
H 3.65679 3.17280 -0.85762  0.220
H 2.00748 2.76719 -3.38897  0.387
H 1.77061 1.93754 -1.86642  0.074
H 4.17337 -0.54967 -2.94459  0.185
C -7.64119 2.78059 3.07022  -0.622
O -6.49344 1.95063 2.81144  -0.338
C -6.76428 0.75758 2.30379  0.799
O -7.85617 0.31065 2.05818  -0.557
O -5.60595 0.11681 2.10368  -0.337
C -5.74303 -1.18540 1.52915  -0.366
H -7.25751 3.70595 3.48463  0.297
H -8.17678 2.98151 2.14562  0.324
H -8.30517 2.30524 3.78378  0.202
H -6.20676 -1.12580 0.54556  0.327
H -6.32378 -1.84158 2.17053  0.253
H -4.73805 -1.58754 1.43540  -0.032
Li 4.40478 1.93018 -4.38392  0.890
C -10.89356 2.87200 6.61371  -0.670
C -10.43106 3.52551 5.39731  0.393
N -10.06792 4.02990 4.43457  -0.415
H -11.92231 2.54030 6.48646  0.236
H -10.26959 2.01005 6.83769  0.198
H -10.84742 3.56747 7.44962  0.281
C -12.35801 -1.32781 6.42206  -0.782
C -11.49676 -0.64530 7.37852  0.392
N -10.82310 -0.10818 8.13395  -0.419
H -11.87669 -1.35702 5.44614  0.253
H -12.54792 -2.34539 6.75806  0.308
H -13.30628 -0.80051 6.33544  0.266
N 6.10040 -2.16502 1.28842  -0.391
S 7.40830 -3.01839 1.72728  1.198
O 7.08492 -3.80123 2.88268  -0.617
O 8.63096 -2.32731 1.61773  -0.511
F 7.34598 -4.02101 0.53321  -0.206
S 5.67905 -1.00010 2.25850  1.075
O 4.33669 -0.62587 1.94769  -0.464
O 6.63451 -0.02523 2.60773  -0.562
F 5.44238 -1.84618 3.68438  -0.379
O -7.63622 -4.01082 2.01953  -0.620
H -8.18805 -3.36103 2.46770  0.310
H -8.05336 -4.85876 2.20068  0.306
O 6.57475 1.37669 -7.06904  -0.593
C 7.72481 1.23406 -6.72069  0.727
O 8.68018 1.24392 -7.64785  -0.361
C 10.08332 1.26665 -7.32712  -0.366
C 10.64071 -0.12260 -7.11338  -0.939
C 8.06528 0.96302 -5.27410  -0.693
H 10.26803 1.92210 -6.47578  0.363
H 10.54730 1.73376 -8.19279  0.313
H 10.18211 -0.61636 -6.25615  0.273
H 11.71559 -0.07105 -6.94231  0.350
H 10.45646 -0.74023 -7.99173  0.301
H 8.00396 -0.10858 -5.08845  0.273
H 7.31036 1.47436 -4.68353  0.036
H 9.03700 1.32443 -4.95001  0.320
Li 4.66074 -3.19756 2.66728  0.892

Forces on the atoms, in the same order (eV/Å):
-0.2 -0.4 -0.2
-0.1 0.2 -0.2
0.0 0.0 0.1
0.3 0.4 -0.1
0.0 -0.1 0.0
0.1 0.1 0.1
0.4 0.7 0.0
0.1 0.0 0.0
0.1 0.0 0.1
0.0 0.0 0.0
-0.1 0.1 0.1
0.1 -0.2 0.0
0.0 -0.2 0.1
-0.1 0.0 -0.1
-0.1 0.1 0.0
0.0 -0.1 0.1
-0.4 0.0 -0.1
0.2 0.5 -0.2
0.2 -0.4 -0.1
-0.6 -0.2 0.3
0.0 0.0 0.0
0.0 0.0 0.0
0.0 0.1 -0.1
0.1 0.0 -0.1
0.0 0.1 0.0
0.0 0.0 -0.1
0.0 0.0 0.0
0.0 -0.1 0.0
0.1 -0.1 0.1
-0.2 0.0 0.0
0.0 0.0 0.0
0.1 0.1 0.0
0.0 0.0 0.0
0.0 0.0 0.0
0.1 0.0 0.0
0.1 -0.1 -0.1
0.1 0.0 0.0
-0.1 0.0 0.0
0.0 -0.1 0.0
-0.1 0.0 0.0
-0.1 0.0 0.0
0.0 0.1 0.1
0.3 -0.2 0.0
0.0 0.0 0.0
-0.1 0.0 0.1
0.0 0.1 -0.1
0.0 0.0 0.0
0.0 0.0 0.0
0.0 0.0 0.0
0.0 0.0 0.0
-0.1 -0.1 -0.1
0.1 0.1 0.1
0.0 0.0 0.0
0.0 0.0 0.0
0.0 0.0 0.0
-0.4 -0.2 0.8
0.0 -0.1 -0.3
-0.2 -0.2 0.0
0.1 0.0 0.1
0.0 0.0 -0.1
0.0 1.1 -0.4
-0.2 -0.4 0.0
0.2 -0.1 0.0
-0.2 0.1 0.0
0.0 0.0 0.1
0.0 0.0 -0.1
0.0 0.0 0.0
-0.1 0.1 0.3
-0.1 -0.3 -0.1
-0.1 0.2 0.0
0.2 -0.1 0.0
-0.1 -0.1 0.0
0.0 0.4 0.0
-0.1 0.0 0.0
-0.1 0.0 0.0
0.0 0.0 0.0
0.0 0.0 0.0
0.0 0.0 0.0
0.0 0.0 0.0
0.0 -0.1 0.2
0.1 -0.1 -0.1
0.6 -0.3 0.0

***

Question: What is the formula in the first record?
Answer: C11H23N5O3S